No. 1
C20H35Ge2N3STc | ωB97M-V/def2-TZVPD

## Properties
Gap between HOMO and LUMO (spin up / spin down): 0.0958 / 0.1151 Ha
Multiplicity: 2
Charge: +4
Calculated total energy: -5578.43306 Eh
Highest occupied orbital energy (spin up / spin down): -18.234 / -18.238 eV

The geometry in XYZ format:
```
62
Properties=species:S:1:pos:R:3:nbo_charge:R:1
Tc -2.08135 1.63717 -0.47137 0.872
C -2.54040 -2.45752 2.59832 -0.640
C -2.57091 -1.66664 1.32174 -0.692
Ge -1.32133 -0.01325 1.27291 1.250
C -1.94525 1.44675 2.64246 -0.690
C -1.71016 1.01749 4.07181 -0.624
C 0.44893 -0.65537 1.92309 -0.673
C 1.68409 -0.79727 1.39196 -0.374
Ge 1.99580 -0.23752 -0.54975 1.731
C 2.14712 1.80639 -0.69222 -0.814
C 3.57349 2.29467 -0.46404 -0.629
C 1.77658 -1.64390 -2.02889 -0.781
C 3.01814 -2.49152 -2.26322 -0.632
C 2.86307 -1.26276 2.08916 -0.085
C 2.85118 -1.74108 3.41872 -0.164
C 4.01383 -2.17542 4.01343 -0.174
C 5.22758 -2.13731 3.32324 -0.104
C 5.26009 -1.68350 1.99531 -0.198
C 4.09781 -1.25653 1.40511 -0.168
H -3.24074 -3.29514 2.49271 0.281
H -2.88573 -1.88553 3.45697 0.225
H -1.56429 -2.89250 2.80001 0.235
H -3.56239 -1.25679 1.12494 0.221
H -2.25835 -2.27596 0.47374 0.243
H -3.01011 1.61786 2.46626 0.233
H -1.38506 2.36367 2.43754 0.239
H -2.24983 0.10603 4.32169 0.237
H -2.09352 1.80041 4.73621 0.295
H -0.65288 0.89690 4.29930 0.241
H 0.32086 -0.97497 2.95758 0.272
H 1.47648 2.19739 0.08182 0.227
H 1.78469 2.11139 -1.67475 0.223
H 3.95876 1.98114 0.50569 0.239
H 3.58729 3.38421 -0.48677 0.265
H 4.24903 1.94126 -1.24263 0.238
H 1.49230 -1.10054 -2.93212 0.232
H 0.94117 -2.26407 -1.69171 0.255
H 3.85604 -1.90252 -2.63558 0.234
H 2.78074 -3.23766 -3.02350 0.269
H 3.32294 -3.02882 -1.36510 0.239
H 1.92832 -1.76769 3.97423 0.212
H 3.99066 -2.54922 5.02446 0.257
H 6.14622 -2.42926 3.81383 0.262
H 6.19116 -1.67744 1.44929 0.257
H 4.11172 -0.88925 0.36818 0.161
C -0.95528 0.86177 -5.66896 -0.584
C -0.45076 1.85153 -4.60563 -0.595
C -0.95471 1.61744 -3.30818 0.697
N -1.38455 1.43136 -2.23768 -0.592
H -0.51826 1.14743 -6.62241 0.281
H -2.03575 0.90536 -5.76510 0.236
H -0.65681 -0.15854 -5.44153 0.234
H -0.75056 2.86995 -4.89733 0.333
H 0.64795 1.85221 -4.58637 0.321
N -5.88626 0.86441 -2.37490 -0.694
C -5.55922 1.76887 -1.48368 0.380
N -6.14203 2.93869 -1.41388 -0.683
S -4.36395 1.35995 -0.23040 0.135
H -6.64539 1.00979 -3.03715 0.460
H -5.51157 -0.07334 -2.35187 0.450
H -6.92004 3.18670 -2.02181 0.461
H -5.93664 3.61062 -0.68318 0.457
```

***

No. 2
C20H35N2O2P2Sc | ωB97M-V/def2-TZVPD

## Properties
Gap between HOMO and LUMO: 0.2166 Ha
ΔE to the lowest compared entry with this formula, charge and spin: 0.00 kcal/mol
Charge: +2
Calculated total energy: -2485.91443 Eh
Highest occupied orbital energy: -13.166 eV

The geometry in XYZ format:
```
62
Properties=species:S:1:pos:R:3:nbo_charge:R:1
Sc 0.08707 0.11239 -0.59421 1.827
P 2.13087 -0.90831 -0.32911 0.578
C 2.43557 -1.37291 -2.13741 -0.701
C 1.13637 -1.67571 -2.87301 0.263
N 0.00597 -1.11611 -2.36471 -0.680
C -1.17223 -1.33551 -3.00531 0.266
C -1.26033 -2.11371 -4.16291 -0.233
C -0.09093 -2.67641 -4.68161 -0.066
C 1.12657 -2.45581 -4.03231 -0.229
C -2.41313 -0.72671 -2.36581 -0.691
P -1.99003 0.77529 -1.29481 0.571
H 2.04227 -2.87581 -4.42181 0.258
H -2.21073 -2.28051 -4.64771 0.257
H -0.12743 -3.27821 -5.57791 0.258
H -3.14403 -0.44571 -3.12411 0.276
H -2.87193 -1.48651 -1.73311 0.277
H 2.89897 -0.54751 -2.61851 0.270
H 3.12537 -2.21461 -2.19261 0.275
H 1.85217 3.92899 -2.99111 0.465
O 2.69217 3.80099 -3.58921 -0.948
H 2.44637 4.13609 -4.49571 0.490
H -1.46323 4.97849 -0.93891 0.450
O -1.07813 5.78209 -1.41861 -0.942
H -1.52653 6.58199 -1.01151 0.496
C -2.21133 2.16679 -2.54431 -0.872
H -3.19423 2.11159 -3.01211 0.263
H -2.11573 3.13369 -2.05021 0.252
H -1.45163 2.09329 -3.32331 0.249
C -3.55163 0.94029 -0.25641 -0.859
H -3.50963 1.85349 0.33799 0.260
H -4.43413 0.97969 -0.89491 0.257
H -3.64733 0.08849 0.41709 0.268
C 2.19897 -2.59121 0.50889 -0.856
H 3.12117 -3.11091 0.24949 0.256
H 2.15827 -2.47121 1.59169 0.269
H 1.35257 -3.20011 0.19079 0.257
C 3.78587 -0.13811 0.12679 -0.870
H 3.81267 0.09289 1.19159 0.263
H 4.60207 -0.82211 -0.10581 0.263
H 3.93547 0.78299 -0.43771 0.258
C 0.14657 1.98269 4.72209 -0.414
N 1.11147 1.25639 3.88539 -0.451
C 1.96147 0.29629 4.60969 -0.412
C 0.60907 0.79489 2.57219 -0.215
C -0.37053 -0.37451 2.52899 -0.065
C -0.92183 -1.02311 3.65779 -0.155
C -1.80913 -2.09221 3.50349 -0.183
C -2.15683 -2.53841 2.23109 -0.201
C -1.62073 -1.91371 1.10769 -0.241
C -0.74243 -0.83671 1.24929 -0.565
H 0.67137 2.44799 5.58319 0.227
H -0.65483 1.33399 5.11509 0.174
H -0.31793 2.80329 4.13589 0.203
H 1.38867 -0.54191 5.04299 0.177
H 2.73687 -0.11771 3.93039 0.190
H 2.49027 0.81359 5.43749 0.229
H 0.14617 1.65529 2.04209 0.193
H 1.49527 0.51029 1.97669 0.180
H -0.69653 -0.73531 4.66479 0.219
H -2.22573 -2.57861 4.37639 0.239
H -2.83983 -3.36991 2.11519 0.232
H -1.88323 -2.26831 0.12479 0.192
```

***

No. 3
C20H35N5O6S2Se2W | ωB97M-V/def2-TZVPD

## Properties
Gap between HOMO and LUMO: 0.2690 Ha
ΔE to the lowest compared entry with this formula, charge and spin: 19.21 kcal/mol
Charge: +2
Calculated total energy: -7174.17064 Eh
Highest occupied orbital energy: -14.027 eV

The geometry in XYZ format:
```
71
Properties=species:S:1:pos:R:3:lowdin_charge:R:1
W 0.42607 0.17275 -0.31985 1.439
C 0.19461 7.74733 -2.68603 -0.027
C 0.62657 6.37803 -2.26132 -0.237
C 0.74125 6.04683 -0.91183 -0.007
C 1.16190 4.78910 -0.51557 -0.043
C 1.46477 3.85134 -1.49317 -0.329
C 1.35798 4.14714 -2.84700 -0.044
C 0.93856 5.40938 -3.21832 -0.007
S 2.10550 2.30453 -1.02222 0.686
O 1.36948 1.94188 0.27169 -0.481
O 3.52340 2.32713 -0.93464 -0.192
N 1.46085 1.15660 -1.95093 -0.339
C 2.39839 0.28553 -2.68045 -0.122
C 2.54638 -0.99794 -1.86997 -0.592
O 2.79620 -2.08703 -2.28775 0.128
O 2.27858 -0.71556 -0.58326 -0.321
H -0.16978 8.33050 -1.84313 0.085
H -0.59253 7.69415 -3.43782 0.093
H 1.03399 8.28516 -3.13033 0.100
H 0.50317 6.78827 -0.16040 0.126
H 1.25853 4.55426 0.53609 0.120
H 1.59151 3.40529 -3.59990 0.121
H 0.85143 5.65179 -4.26976 0.130
H 3.37656 0.75746 -2.78360 0.135
H 2.00611 0.06676 -3.67219 0.130
N 1.43430 -0.22816 1.67867 -0.078
C 1.29663 0.66908 2.86127 -0.172
C 0.03035 0.35818 3.65032 -0.143
C -1.08084 -0.11057 2.72443 -0.190
N -1.03762 0.61710 1.42417 -0.092
H 1.24969 -1.18994 1.96827 0.032
H 2.40035 -0.21120 1.35924 0.110
H 1.30555 1.69253 2.49629 0.103
H 2.18326 0.55197 3.48348 0.140
H -0.27259 1.24931 4.20108 0.129
H 0.21322 -0.42327 4.38478 0.117
H -2.06101 0.04016 3.17638 0.139
H -0.96572 -1.16585 2.50943 0.055
H -0.86276 1.60560 1.60091 0.093
H -1.96068 0.61539 1.00650 0.050
O -2.35814 -5.85925 1.05641 -0.040
C -1.86154 -5.31787 2.26229 -0.198
C -0.77471 -4.27838 1.91224 -0.546
C -0.34846 -3.64911 3.24662 -0.182
O 0.68771 -2.67510 3.14382 -0.132
C -1.40387 -3.27059 0.93735 -0.318
Se -0.00324 -2.36656 -0.11730 0.843
C 0.37524 -5.01970 1.23177 -0.425
Se 1.73509 -3.83130 0.44173 0.867
H -2.89381 -6.63748 1.24184 0.117
H -1.42032 -6.09303 2.89641 0.144
H -2.65830 -4.82602 2.83375 0.142
H -0.04374 -4.44719 3.92853 0.148
H -1.20434 -3.14816 3.70474 0.138
H 1.54313 -3.12143 3.17512 0.089
H -2.03552 -2.53386 1.42649 0.083
H -1.99823 -3.79766 0.19423 0.083
H -0.00190 -5.66735 0.44478 0.085
H 0.91427 -5.63269 1.95712 0.097
S -1.30688 1.74388 -1.10934 0.819
C -1.48012 0.03250 -1.28511 -0.999
N -0.69232 -0.49629 -2.35747 -0.094
C -1.41173 -1.68531 -2.88425 -0.146
C -2.84211 -1.45727 -2.40909 -0.130
N -2.63162 -0.77493 -1.11366 -0.008
H -0.52014 0.23707 -3.03731 0.120
H -0.98773 -2.58340 -2.44650 0.064
H -1.28555 -1.74053 -3.96192 0.142
H -3.38354 -2.39264 -2.28728 0.130
H -3.39647 -0.81422 -3.09765 0.133
H -3.43277 -0.25713 -0.78193 0.129
```

***

No. 4
C20H35N6O3 | ωB97M-V/def2-TZVPD

## Properties
Gap between HOMO and LUMO: 0.2874 Ha
ΔE to the lowest compared entry with this formula, charge and spin: 201.12 kcal/mol
Charge: +1
Calculated total energy: -1336.87363 Eh
Highest occupied orbital energy: -12.255 eV

The geometry in XYZ format:
```
64
Properties=species:S:1:pos:R:3:nbo_charge:R:1
C -5.74225 1.37942 -0.40724 -0.607
C -4.38920 0.64339 0.01334 -0.422
C -3.26681 1.68500 0.39463 -0.226
N -2.74096 1.55484 1.78424 -0.650
C -1.29517 1.53598 1.83327 0.422
C -0.69618 2.77731 2.26185 -0.267
C 0.78134 2.72788 2.25181 0.422
O 1.55086 3.79238 2.61804 -0.434
N 1.02501 4.31948 3.86617 0.428
O 1.52638 3.81288 4.77000 -0.133
C 1.29369 1.42449 1.80969 0.158
C 2.85730 1.31460 1.72454 -0.453
C 3.17860 1.03754 0.17069 -0.391
C 4.22615 2.04370 -0.44696 -0.224
C 3.65976 2.49025 -1.86010 -0.614
C 5.54128 1.22126 -0.76923 -0.607
N 0.65111 0.32491 1.46948 -0.163
N -0.66963 0.38343 1.48150 -0.102
C -1.35995 -0.88260 1.08535 -0.264
C -1.39734 -1.09640 -0.48214 -0.245
N -0.56889 -2.27009 -0.82688 -0.515
C 0.84168 -1.92396 -1.10555 -0.238
C 1.07890 -1.08756 -2.42942 -0.652
C -1.15900 -3.05773 -1.89900 0.722
C -1.92121 -2.46135 -3.11582 -0.748
O -1.08365 -4.25785 -1.82101 -0.532
H -6.17271 0.75563 -1.23287 0.222
H -6.44712 1.50039 0.44099 0.226
H -5.43243 2.33572 -0.88613 0.210
H -4.04125 0.13838 -0.92668 0.208
H -4.54799 -0.13359 0.79710 0.208
H -3.69606 2.71313 0.29805 0.211
H -2.40389 1.65605 -0.32655 0.185
H -3.13165 0.76563 2.29351 0.390
H -1.25905 3.67974 2.56742 0.286
H 3.23236 0.41289 2.26292 0.253
H 3.35799 2.25555 2.03321 0.239
H 2.22819 1.17414 -0.41623 0.197
H 3.46825 -0.02984 0.00586 0.221
H 4.41003 2.95855 0.15961 0.208
H 2.65672 2.97605 -1.78829 0.201
H 3.55930 1.60840 -2.55093 0.205
H 4.38024 3.17677 -2.38012 0.223
H 5.20577 0.28916 -1.29619 0.201
H 6.24015 1.79837 -1.42627 0.223
H 6.02309 0.88743 0.17899 0.213
H -2.33426 -1.01805 1.59329 0.238
H -0.69233 -1.69024 1.48242 0.301
H -2.45532 -1.37863 -0.72695 0.227
H -1.17579 -0.17310 -1.07241 0.198
H 1.37468 -2.90030 -1.26680 0.222
H 1.36716 -1.43080 -0.25705 0.221
H 1.07813 -1.80386 -3.29453 0.222
H 2.12869 -0.69921 -2.37629 0.227
H 0.32635 -0.28929 -2.61098 0.203
H -1.62671 -2.97873 -4.06170 0.269
H -1.84503 -1.34945 -3.20598 0.215
H -3.01401 -2.68297 -2.98436 0.252
C -0.44118 -5.34531 1.08142 -0.724
C -0.45894 -4.30198 2.12661 0.334
N -0.47483 -3.48894 2.93636 -0.398
H 0.51590 -5.33206 0.56255 0.259
H -0.58817 -6.32594 1.53363 0.260
H -1.23614 -5.16092 0.36213 0.276
```